{
  "formula": "C25H52BBrIN2O4",
  "method": "wB97M-V/def2-TZVPD",
  "elements": ["C", "C", "C", "C", "C", "C", "O", "C", "N", "C", "C", "B", "O", "O", "C", "C", "C", "I", "C", "C", "C", "Br", "C", "C", "N", "C", "C", "C", "C", "C", "C", "C", "O", "C", "H", "H", "H", "H", "H", "H", "H", "H", "H", "H", "H", "H", "H", "H", "H", "H", "H", "H", "H", "H", "H", "H", "H", "H", "H", "H", "H", "H", "H", "H", "H", "H", "H", "H", "H", "H", "H", "H", "H", "H", "H", "H", "H", "H", "H", "H", "H", "H", "H", "H", "H", "H"],
  "xyz": [[3.057, -1.595, 2.895], [1.626, -1.082, 3.005], [0.653, -1.671, 1.973], [1.030, -1.356, 0.516], [1.789, -2.545, -0.100], [-0.127, -0.923, -0.412], [0.429, -0.731, -1.709], [-1.127, -2.068, -0.549], [-2.504, -1.771, -0.913], [-2.960, -0.381, -1.014], [-2.561, 0.100, -2.439], [-3.316, 1.225, -3.269], [-2.947, 1.341, -4.601], [-4.293, 2.081, -2.795], [-4.493, -0.438, -0.860], [-5.291, -1.472, -1.646], [-6.726, -1.540, -1.086], [-5.472, -1.129, -3.749], [-2.307, 0.505, 0.111], [-2.673, 1.976, -0.222], [-2.900, 0.312, 1.533], [-3.090, -1.543, 2.183], [-2.462, 1.162, 2.743], [-1.378, 0.680, 3.702], [-0.784, 0.437, -0.101], [0.030, 1.358, 0.747], [1.072, 2.164, -0.063], [2.364, 2.426, 0.735], [3.538, 1.491, 0.372], [4.760, 2.235, -0.168], [5.967, 1.286, -0.311], [6.086, 0.677, -1.708], [6.624, -0.626, -1.674], [5.682, -1.670, -1.616], [3.636, -1.236, 3.745], [3.569, -1.240, 2.001], [3.102, -2.683, 2.924], [1.634, 0.010, 2.942], [1.248, -1.334, 3.996], [0.684, -2.753, 2.118], [-0.361, -1.376, 2.236], [1.766, -0.545, 0.538], [2.406, -2.243, -0.943], [2.462, -2.946, 0.651], [1.129, -3.349, -0.411], [1.300, -0.332, -1.622], [-1.117, -2.635, 0.384], [-0.690, -2.726, -1.298], [-3.115, -2.322, -0.333], [-1.491, 0.311, -2.529], [-2.668, -0.775, -3.079], [-2.103, 1.767, -4.744], [-5.181, 1.852, -3.070], [-4.965, 0.536, -0.976], [-4.702, -0.729, 0.171], [-4.872, -2.469, -1.548], [-7.329, -0.739, -1.511], [-6.731, -1.434, -0.003], [-7.188, -2.482, -1.368], [-2.444, 2.662, 0.587], [-3.733, 2.064, -0.422], [-2.125, 2.336, -1.092], [-3.938, 0.590, 1.382], [-2.236, 2.190, 2.469], [-3.360, 1.245, 3.357], [-1.216, 1.479, 4.427], [-1.679, -0.192, 4.274], [-0.416, 0.490, 3.243], [-0.728, 0.880, -1.019], [-0.608, 2.090, 1.220], [0.537, 0.829, 1.539], [1.299, 1.696, -1.021], [0.623, 3.128, -0.310], [2.675, 3.453, 0.557], [2.126, 2.328, 1.794], [3.233, 0.756, -0.380], [3.839, 0.936, 1.261], [4.515, 2.621, -1.159], [5.010, 3.051, 0.505], [6.889, 1.790, -0.032], [5.843, 0.461, 0.395], [5.120, 0.695, -2.225], [6.771, 1.271, -2.314], [5.796, -2.321, -2.484], [5.834, -2.280, -0.724], [4.656, -1.293, -1.603]],
  "forces_ev_per_a": [[0.116, 0.170, 0.212], [-0.015, -0.230, -0.165], [0.188, -0.086, 0.268], [0.142, 0.156, 0.322], [0.056, 0.117, 0.003], [0.823, -0.774, -0.719], [-0.337, 0.276, 0.076], [-0.334, -0.217, 0.078], [0.129, 0.087, -0.016], [0.306, -0.707, -0.487], [-0.003, 0.539, 0.272], [-0.177, -0.049, -0.501], [-0.157, 0.203, 0.353], [0.117, -0.403, 0.605], [-0.127, 0.004, 0.374], [-0.574, -0.222, 0.541], [0.230, 0.257, -0.441], [-0.010, -0.097, -0.221], [-0.820, 1.040, -0.055], [0.388, 0.046, 0.278], [0.252, -0.221, 0.126], [-0.028, 0.065, 0.068], [-0.067, -0.124, 0.543], [0.107, 0.320, 0.136], [-0.338, -0.012, 0.488], [0.824, 0.616, 0.080], [-0.148, 0.264, 0.151], [-0.136, -0.387, -0.510], [-0.012, 0.265, 0.223], [0.272, -0.610, -0.011], [-0.438, 0.002, 0.133], [0.351, 0.142, 0.064], [-0.014, 0.014, -0.204], [-0.014, -0.175, 0.070], [0.053, 0.024, 0.017], [-0.037, -0.092, -0.132], [-0.045, -0.063, -0.071], [0.059, 0.068, 0.058], [-0.072, 0.069, 0.068], [-0.175, -0.076, -0.103], [-0.042, 0.112, -0.164], [-0.128, 0.183, -0.037], [-0.085, -0.064, -0.143], [0.038, -0.016, 0.061], [-0.026, -0.065, -0.014], [0.221, -0.043, 0.000], [-0.030, 0.112, 0.095], [0.068, 0.087, -0.101], [-0.049, 0.108, 0.135], [0.066, -0.122, -0.013], [0.065, -0.050, -0.009], [0.306, -0.115, -0.300], [-0.241, 0.240, -0.344], [0.142, 0.108, -0.205], [0.028, -0.075, 0.016], [0.309, 0.079, -0.200], [-0.100, 0.070, 0.130], [0.034, -0.142, 0.109], [-0.088, -0.053, 0.025], [-0.002, 0.011, 0.058], [-0.023, -0.007, -0.161], [-0.125, -0.024, -0.149], [0.013, -0.039, -0.128], [-0.052, 0.020, -0.308], [-0.085, 0.025, -0.070], [0.005, 0.005, 0.033], [-0.029, -0.166, -0.114], [-0.016, -0.083, -0.042], [0.001, -0.227, -0.157], [-0.300, -0.203, 0.050], [-0.190, -0.376, -0.088], [0.091, -0.109, -0.030], [-0.115, -0.037, -0.124], [0.000, 0.106, 0.105], [0.086, 0.190, 0.130], [-0.047, -0.120, 0.016], [0.049, -0.114, -0.010], [-0.001, 0.429, 0.062], [-0.069, 0.190, -0.065], [0.092, 0.012, -0.071], [0.065, -0.039, 0.056], [-0.123, -0.141, 0.018], [-0.005, 0.054, -0.051], [-0.001, 0.001, -0.087], [0.030, 0.033, 0.104], [-0.069, 0.051, 0.007]],
  "mulliken_charge": [-1.6196, -0.1947, -0.5093, 1.8613, -1.7976, 1.2823, -0.6580, -2.5344, -0.1152, 3.8370, -2.5807, 0.4741, -0.6077, -0.5242, -2.3812, -0.5373, -1.3388, 0.1374, -0.4019, -2.2045, -0.7174, -0.0057, -0.8435, -1.2425, 1.0725, 0.4734, -1.2813, -1.3883, 0.6532, -1.2971, -0.4498, -0.6948, -0.4155, -0.3763, 0.4293, 0.2384, 0.4119, -0.0101, 0.5973, 0.8062, -0.3710, -1.2754, 0.2678, 0.5020, 0.4264, 0.4920, 0.5923, 0.4393, 0.5160, 0.2292, 0.4597, 0.3112, 0.3360, 0.3134, 0.8207, 0.6476, 0.3930, 0.3448, 0.4184, 0.6845, 0.4466, 0.3239, 0.9829, 0.3183, 0.5610, 0.4927, 0.3740, 0.2544, 0.9195, 0.7178, -1.3106, 0.4715, 0.6505, 0.6161, 0.4188, -0.2751, 0.1111, 0.4063, 0.4991, 0.3743, 0.3133, 0.3598, 0.3392, 0.3287, 0.2789, -0.0679],
  "homo_ev": -11.71,
  "smiles": "CCC[C@@H](C)[C@@]1(O)CN[C@@](CB(O)O)(C[C@@H](C)I)[C@@](C)([C@@H](Br)CC)[N@H+]1CCCCCCCOC",
  "total_charge": 1
}